DFT (ωB97M-V with the def2-TZVPD basis set) results for C32H66NO12PbPdS5 as an isolated structure at a distorted geometry.

Last column: Mulliken spin population.
Atoms and positions in Å:
Pb  4.69810  -2.18249  0.89457  -0.0029
Pd  1.87008  -4.53945  2.30895  0.8851
S  0.14469  -3.81395  5.27892  0.0046
S  2.42179  4.75839  -3.21781  0.0006
S  -4.21660  -2.55470  -2.55488  0.0000
S  3.98572  -2.90367  -2.80994  -0.0001
S  4.27502  1.20676  2.98440  -0.0007
O  2.14221  -2.68338  1.03050  0.0652
O  4.88881  2.47143  2.61934  0.0000
O  3.75443  5.13616  -3.57275  0.0000
O  4.95663  -2.44340  -3.84590  0.0001
O  -4.45712  -3.85941  -3.20948  0.0000
O  3.98194  -2.48213  -1.36252  0.0007
O  -1.27678  4.68650  -0.78000  0.0325
O  1.27020  5.62850  -3.47920  0.0001
O  -0.13070  -2.40424  5.32908  0.0016
O  4.32902  0.09582  2.01343  0.0003
O  0.73852  -4.38536  4.03808  0.0306
O  -5.08519  -1.99316  -1.53311  0.0000
N  -2.17700  3.71251  -1.22475  0.6242
C  2.50677  1.49463  3.38581  0.0002
C  -2.18200  -0.86015  -2.65636  -0.0082
C  -1.32464  -4.79437  5.87871  0.0031
C  -3.58969  5.40810  -2.41901  0.0820
C  1.43897  -0.44320  0.05756  0.0111
C  1.25815  -4.28359  6.73244  0.0006
C  1.67237  2.46836  -1.73912  -0.0097
C  -2.66980  3.09469  -0.02319  -0.0109
C  2.24684  3.98839  -1.61272  0.0011
C  0.04466  -1.69504  1.84551  -0.0013
C  -2.17767  3.85209  -3.66541  0.0962
C  -2.79314  -0.76790  -4.09958  0.0006
C  1.06246  -1.81878  0.67177  0.0004
C  2.19095  -2.61717  -3.31840  -0.0001
C  4.76829  0.63506  4.70484  0.0000
C  3.72205  -4.81641  -3.04416  -0.0009
C  -4.91559  2.59378  -1.25995  -0.0065
C  -3.90462  2.10259  -0.28016  0.0134
C  -4.22182  2.97955  -2.58048  0.0161
C  -1.49785  2.33615  0.75557  0.0738
C  -3.01965  3.95704  -2.35752  -0.0252
C  2.65412  -5.00858  -4.14985  0.0001
C  2.14927  1.96777  -3.10191  0.0004
C  -4.24610  -1.27235  -3.87781  -0.0002
C  2.02084  -3.62034  -4.46411  -0.0001
C  3.45324  0.27229  5.40903  0.0004
C  -2.39507  -2.28245  -2.05744  0.0004
C  2.26272  1.26490  4.91843  0.0000
C  -3.24387  4.14144  0.96546  0.0998
C  -0.83667  -5.48361  7.22664  0.0009
C  0.29128  -4.72190  7.90832  -0.0002
C  2.06092  3.20397  -4.11697  -0.0005
H  -4.82496  -1.76134  -4.66134  0.0000
H  1.90505  -5.77080  -3.93535  0.0000
H  -0.56163  -6.53533  7.14705  -0.0002
H  3.33166  -4.90237  -2.03011  0.0010
H  -1.05386  2.81501  1.62831  -0.0038
H  1.63446  -0.52071  -1.01196  0.0013
H  3.54984  0.34258  6.49246  0.0000
H  0.53733  -2.38770  -0.09548  -0.0008
H  1.79065  -5.15695  6.35588  0.0003
H  -1.66844  -5.51250  7.93051  0.0005
H  2.54788  -3.14014  -5.28857  0.0000
H  2.99260  -0.70600  5.27174  -0.0006
H  -3.71676  5.82182  -1.41862  0.0020
H  -4.05010  2.06911  -3.15469  -0.0033
H  -4.45391  1.87263  0.63280  0.0004
H  -2.88385  4.03654  -4.47497  0.0001
H  0.60382  -5.36407  8.73175  0.0002
H  -2.20072  -2.57844  -1.02656  0.0000
H  -2.66772  4.94460  1.42490  -0.0014
H  -4.60444  5.49898  -2.80645  0.0035
H  -0.21140  -3.88088  8.38592  -0.0001
H  -0.74433  2.20034  -0.02023  -0.0028
H  -2.56052  0.23703  -4.45188  -0.0001
H  2.66500  3.21309  -5.02422  0.0000
H  1.06689  -3.82016  -4.95212  0.0000
H  2.99491  -5.53178  -5.04328  0.0000
H  2.39528  0.02002  0.30048  0.0021
H  3.27728  4.01680  -1.25847  0.0000
H  2.18580  -1.54849  -3.53289  -0.0001
H  -2.88221  6.03935  -2.95669  -0.0031
H  -1.63413  2.92230  -3.83318  -0.0088
H  -3.94189  4.70714  0.34833  0.0021
H  -5.65387  1.83315  -1.51387  0.0000
H  -1.75488  -2.98430  -2.59191  0.0000
H  2.41383  2.19041  5.47402  0.0000
H  -2.23534  -1.34563  -4.83659  0.0000
H  2.02313  0.68796  2.83493  0.0003
H  0.99833  3.03382  -4.29028  0.0003
H  1.56596  -2.85987  -2.45899  -0.0002
H  -3.60830  1.07762  -0.50320  -0.0019
H  1.92451  1.85298  -0.87551  -0.0008
H  0.75692  0.38584  0.24621  0.0019
H  -5.57879  3.40601  -0.96237  0.0014
H  -1.36786  -5.59485  5.14016  0.0000
H  -0.76574  -1.02789  1.55180  -0.0051
H  -3.60412  3.55145  1.80821  0.0009
H  0.53983  -1.41643  2.77571  -0.0025
H  3.13369  1.50578  -3.02719  0.0001
H  1.63640  1.10510  -3.52719  0.0000
H  -2.13081  -4.06494  5.80052  0.0010
H  -5.05359  3.53592  -3.01258  -0.0002
H  1.99207  2.38816  3.03257  0.0000
H  4.71873  -5.23028  -3.19730  0.0000
H  1.22124  0.95688  5.01089  0.0000
H  5.42845  -0.22388  4.58433  0.0001
H  -1.85154  5.44891  -0.68011  0.0216
H  -1.38304  4.59169  -3.76363  -0.0018
H  1.70652  4.74450  -1.04312  -0.0006
H  1.99375  -3.54961  7.06147  -0.0002
H  -1.14429  -0.55883  -2.51334  -0.0010
H  -2.66821  -0.10573  -2.03785  0.0068
H  5.37371  1.35441  5.25630  0.0000
H  -0.49572  -2.61856  2.05332  0.0039
H  0.61254  2.71758  -1.68659  0.0129
H  -1.69113  1.30540  1.05271  -0.0049
H  -4.76979  -0.45784  -3.37740  0.0003

Cartesian forces, eV/Å:
Pb -2.362 0.364 -0.146
Pd 0.162 0.998 -1.051
S 0.969 -0.747 2.433
S -2.659 -1.537 -2.233
S 0.192 -0.612 -1.480
S -0.976 -1.293 -3.618
S -0.514 2.824 1.459
O 2.228 0.054 0.611
O -0.162 -1.620 0.148
O 0.078 0.265 0.717
O -1.981 -0.291 3.066
O 0.628 2.113 1.718
O 1.123 -0.106 -0.446
O -0.171 -1.325 -1.713
O 1.259 -0.456 0.786
O -0.044 0.084 -0.565
O 0.318 -0.777 -0.041
O -0.942 0.222 1.329
O 0.720 -0.892 -0.011
N -0.546 1.220 2.234
C -0.647 -1.304 0.619
C 0.203 -0.312 0.830
C 2.279 -0.971 -0.413
C 0.590 0.756 1.262
C 0.917 -0.145 -0.346
C -0.637 -0.954 0.819
C 0.073 3.070 -0.247
C -0.822 -3.126 2.711
C 1.173 -0.496 0.591
C 0.384 -0.145 -0.617
C 0.832 0.263 -0.347
C 0.819 -0.973 0.885
C -0.854 -0.204 0.671
C 0.785 -0.571 0.184
C -0.532 -1.034 -0.693
C 0.100 1.592 0.636
C -0.044 -0.003 -1.330
C 0.375 -0.225 0.758
C -1.055 0.004 1.882
C 0.322 -0.270 -1.532
C -0.700 -0.158 -3.234
C 0.293 0.288 0.171
C 1.393 0.337 -0.763
C 0.836 0.418 0.559
C 0.764 0.212 -1.306
C -2.355 0.782 0.038
C -0.925 -0.141 -1.374
C 2.376 0.294 -0.705
C -0.194 0.921 -0.567
C -1.333 0.481 0.063
C -0.865 0.739 -1.445
C -0.361 -1.611 1.313
H 0.298 0.452 -0.270
H -0.281 0.406 1.244
H 0.004 0.081 -0.908
H 0.012 -1.048 -0.022
H -0.300 0.521 -0.318
H -0.698 -0.210 -0.336
H 0.199 0.265 -0.067
H -0.221 0.193 -0.389
H 0.052 -0.088 0.033
H -0.232 0.092 -0.157
H 0.436 -0.300 -0.179
H 0.880 -0.449 -0.557
H 0.157 0.168 0.231
H 0.638 0.258 -0.105
H 0.459 0.644 0.616
H 0.086 -0.195 -0.039
H 1.023 0.186 -0.366
H -0.511 0.921 0.306
H 1.023 -0.436 -0.313
H 0.341 -0.435 -0.454
H 0.576 0.497 -0.083
H 0.522 0.102 0.284
H -1.098 0.335 0.022
H -0.102 -0.383 0.138
H -0.545 0.531 0.875
H 0.936 0.821 -0.226
H 0.387 -0.462 1.068
H 0.056 -0.292 0.297
H -0.417 -0.134 -0.378
H -0.297 0.122 -0.005
H -0.552 -0.463 0.258
H -1.050 -0.292 0.756
H 0.187 -0.390 0.198
H -0.361 -0.145 -0.554
H -0.249 0.170 -0.224
H -0.051 -0.611 0.264
H -0.065 -0.273 0.055
H -0.115 1.365 -0.781
H 0.236 0.176 0.278
H 0.607 0.144 -0.693
H 0.222 0.256 -0.221
H -0.505 -0.465 -0.045
H 0.479 0.323 0.635
H -0.637 0.228 -0.194
H 0.186 0.455 0.203
H -0.670 0.265 -0.347
H -0.108 0.373 -0.014
H 0.561 0.651 0.267
H -0.862 0.250 0.103
H -0.138 -0.361 0.566
H 0.729 0.062 -1.018
H 1.026 0.419 -0.169
H -0.237 -0.160 0.107
H 0.339 -0.484 0.483
H -0.105 -0.121 -0.209
H -0.013 1.114 -0.136
H -0.138 0.422 0.378
H -0.398 -0.546 0.288
H -0.308 0.397 -0.556
H 0.365 -0.219 -0.694
H -0.535 -0.096 0.086
H -0.391 0.572 -0.460
H 0.374 -0.373 -0.134
H -0.382 -0.768 -0.331
H -0.875 0.109 -0.048
H -0.455 -0.146 -0.306

2S+1   3
Frontier orbital gap (alpha / beta)   6.5824 / 5.5391 eV
<S²>   2.008
Molecular weight   1130.83 g mol⁻¹
Total charge   +3
E_HOMO (alpha / beta)   -15.671 / -15.671 eV



DFT (ωB97M-V with the def2-TZVPD basis set) results for CsH32O16 as an isolated structure.

Last column: natural (NBO) charge in e.
Atoms and positions in Å:
Cs  -0.29455  -0.41126  -0.07889  0.9802
O  -3.12235  2.17010  3.84334  -0.9289
O  -0.76866  -5.71054  -0.29546  -0.9491
O  4.10364  -0.58562  -1.50696  -0.9656
O  -2.90233  -1.79637  -3.36762  -0.9610
O  0.18253  2.55240  -4.08861  -0.9534
O  -0.46885  -0.28529  -3.25116  -0.9779
O  3.23113  -1.37932  4.18681  -0.9273
O  -0.11179  -1.44639  2.88753  -0.9816
O  -0.06576  4.26799  1.63831  -0.9605
O  -1.74038  2.35019  -1.88430  -0.9453
O  -3.39289  -0.76636  -0.67556  -0.9551
O  1.09093  1.02616  3.46835  -0.9637
O  -0.93961  -3.43819  -2.02073  -0.9688
O  2.68453  1.80994  -1.75441  -0.9899
O  2.01933  4.06326  -0.30637  -0.9674
O  1.09831  -4.51419  2.71546  -0.9390
H  -0.94232  4.60738  1.81911  0.4942
H  2.35182  2.59475  -1.31895  0.5065
H  0.03769  -0.77723  -3.89741  0.4869
H  1.10520  -5.24085  2.09244  0.4699
H  -0.51477  2.64716  -3.43975  0.4738
H  2.66222  4.59990  0.15724  0.4822
H  0.30220  -0.76653  3.41916  0.4889
H  -3.46831  -2.30734  -3.94624  0.5040
H  1.81273  -3.94537  2.42863  0.4698
H  4.95302  -0.36346  -1.12560  0.4651
H  0.39807  4.34494  2.47208  0.4777
H  3.58948  0.21833  -1.43248  0.4844
H  -3.72462  -0.08653  -1.26210  0.4620
H  3.86035  -1.72441  3.55339  0.4690
H  1.82891  1.56248  3.17856  0.4902
H  -4.17893  -1.18083  -0.31975  0.4973
H  3.45751  2.11021  -2.23251  0.4815
H  1.26312  4.03476  0.27977  0.4951
H  -0.76248  -5.51615  0.64178  0.4572
H  -2.03962  3.11285  -1.38929  0.4869
H  -1.36879  -0.58902  -3.36989  0.4846
H  -2.53750  1.98626  -2.26952  0.4683
H  -0.68573  -1.91104  3.49657  0.4887
H  -0.70111  -4.85457  -0.71853  0.4834
H  -1.71403  -2.87898  -2.08226  0.4918
H  -2.85067  2.70670  4.58798  0.4718
H  0.50510  1.64190  3.90871  0.4818
H  -2.36895  1.60701  3.66574  0.4580
H  0.37429  1.61467  -4.09961  0.4709
H  -3.43370  -1.04012  -3.11869  0.4718
H  2.69899  -0.76217  3.68464  0.4583
H  -0.51237  -3.35106  -2.87284  0.4822

Cartesian forces, eV/Å:
Cs 0.202 -0.068 -0.103
O -0.026 0.080 -0.276
O 0.072 -0.348 0.224
O 0.101 -0.576 0.047
O 0.183 0.162 0.025
O 0.214 0.373 -0.457
O 0.284 0.294 0.465
O -0.057 -0.006 0.140
O -0.288 0.090 -0.417
O 0.110 -0.327 -0.046
O 0.151 -0.385 0.259
O 0.411 0.107 -0.057
O -0.089 -0.094 -0.188
O 0.341 0.114 0.463
O 0.088 -0.844 -0.124
O 0.187 -0.157 -0.176
O -0.328 0.067 0.079
H -0.314 0.165 -0.066
H -0.174 0.675 0.375
H 0.226 -0.152 -0.215
H 0.104 -0.312 -0.138
H -0.110 -0.054 0.268
H 0.272 0.171 -0.047
H 0.312 0.305 0.139
H -0.105 -0.287 -0.347
H 0.182 0.192 0.032
H 0.256 -0.072 0.052
H 0.155 0.137 0.243
H -0.417 0.523 0.004
H -0.197 0.311 0.110
H 0.262 -0.154 -0.094
H 0.353 0.104 -0.072
H -0.259 -0.237 0.216
H 0.111 0.130 -0.341
H -0.562 0.150 0.212
H -0.082 -0.044 0.272
H -0.051 0.370 0.139
H -0.291 -0.355 -0.330
H -0.205 0.054 -0.269
H -0.061 -0.453 0.090
H -0.043 0.328 -0.427
H -0.488 0.123 -0.192
H -0.076 0.166 0.302
H -0.142 0.119 0.255
H 0.109 -0.260 -0.040
H -0.009 -0.151 0.144
H -0.300 -0.021 0.099
H -0.192 0.155 -0.040
H 0.180 -0.109 -0.193

Energy relative to the best compared isomer or geometry (same formula, charge and spin)   57.40 kcal/mol
Frontier orbital gap   9.3753 eV
Molecular weight   421.15 g mol⁻¹
Total charge   +1
E_HOMO   -12.796 eV



DFT (ωB97M-V with the def2-TZVPD basis set) results for one molecule with the formula C4H9NOS at a distorted geometry.

Last column: natural (NBO) charge in e.
Atoms and positions in Å:
S  -0.51797  -0.09190  -2.77402  -0.0979
O  2.46793  -0.21521  0.21524  -0.5791
N  1.25081  -0.01510  2.19496  -0.8906
C  -0.92521  0.19672  -0.06602  -0.4240
C  0.04978  -0.89024  0.27251  -0.5011
C  1.40550  -0.30511  0.80562  0.6877
C  -0.66190  0.95017  -1.28814  -0.4993
H  0.15078  1.63834  -1.07381  0.2321
H  0.38178  -1.53528  -0.54977  0.2490
H  -0.87935  0.95678  0.64855  0.2160
H  -1.24571  -1.24792  -2.74326  0.1440
H  1.86256  0.81464  2.62316  0.4201
H  0.28838  -0.30097  2.57802  0.3951
H  -1.84789  -0.24894  -0.26638  0.2102
H  -1.39734  1.72202  -1.67121  0.2285
H  -0.38214  -1.42801  1.09455  0.2093

Cartesian forces, eV/Å:
S 1.412 -0.002 -1.736
O -1.481 0.308 0.404
N 0.162 1.576 0.137
C 0.269 -0.367 -0.958
C 2.639 0.392 -0.112
C -0.111 -0.486 1.558
C -0.772 1.590 -2.239
H 1.199 -0.596 -0.932
H -0.738 0.025 0.071
H -0.749 0.727 1.966
H -0.065 0.809 1.131
H -2.077 -2.817 -1.125
H 2.410 1.347 -0.466
H -1.939 -0.653 0.741
H -0.055 -1.071 1.356
H -0.105 -0.781 0.204

Energy relative to the best compared isomer or geometry (same formula, charge and spin)   43.98 kcal/mol
Frontier orbital gap   9.5803 eV
SMILES   NC(=O)CCCS
Molecular weight   119.19 g mol⁻¹
Total charge   0
E_HOMO   -8.911 eV



DFT (ωB97M-V with the def2-TZVPD basis set) results for one molecule with the formula C4H6N2O.

Last column: natural (NBO) charge in e.
Atoms and positions in Å:
O  0.05044  0.98556  1.91754  -0.6842
N  -0.04717  -0.55314  -1.26242  -0.5022
N  -1.96270  0.67451  -0.42443  -0.8326
C  1.17888  -0.99029  -0.84705  -0.0642
C  -0.63589  0.21285  -0.28112  0.1955
C  0.25533  0.27340  0.76064  0.1787
C  1.38433  -0.51697  0.42726  -0.3649
H  -2.05844  1.57327  0.03457  0.3772
H  2.15821  -0.80840  1.12210  0.2214
H  -0.44694  -0.67847  -2.17734  0.4168
H  -2.59131  0.04271  0.06473  0.3677
H  1.81200  -1.58456  -1.49105  0.2113
H  0.90326  1.36954  2.15657  0.4795

Cartesian forces, eV/Å:
O 0.113 -0.040 0.089
N -0.035 0.063 0.012
N 0.018 0.083 0.133
C 0.011 -0.044 0.011
C 0.179 -0.123 0.095
C -0.077 -0.127 -0.286
C 0.000 -0.100 0.043
H -0.011 0.036 -0.113
H 0.205 0.208 -0.242
H 0.012 -0.011 0.125
H -0.032 0.074 -0.129
H -0.150 0.019 0.161
H -0.234 -0.039 0.101

Energy relative to the best compared isomer or geometry (same formula, charge and spin)   23.57 kcal/mol
Frontier orbital gap   8.6509 eV
SMILES   Nc1[nH]ccc1O
Molecular weight   98.10 g mol⁻¹
Total charge   0
E_HOMO   -7.740 eV



no.,energy (eV)
1,-123182.5928
2,-33823.5763
3,-18665.6192
4,-9272.4796